# 1
ORCA calculation (wB97M-V/def2-TZVPD) on a cluster of 9 separate species, C43H58Cl3F3N8O4S in total at a distorted geometry.

Multiplicity: 2
Charge: +1
Orbital gap in Eh: 0.15116
DFT total energy in eV: -122188.7710
⟨S²⟩: 0.754
Energy above the lowest of the compared OMol25 structures with the same formula, charge and spin in eV: 0.0000

The geometry in XYZ format:
```
120
Properties=species:S:1:pos:R:3:forces:R:3
Cl -4.8719 -3.5254 -0.8938 -0.5 -0.3 0.0
Cl -4.4594 -3.6640 -3.7715 0.0 -0.1 0.1
Cl -4.2436 -1.1685 -2.3235 -0.3 0.2 -0.1
S -1.1564 1.0684 -1.6208 0.2 0.5 0.6
F -0.2224 -1.2557 -2.1486 0.1 -0.7 -0.5
F 0.2459 0.2310 -3.6859 0.5 -0.2 0.2
F -1.7375 -0.5215 -3.5978 0.0 -0.8 0.1
O -0.8923 -3.3917 2.6572 -0.8 1.9 0.4
O -1.8354 2.1226 -2.3330 0.2 -0.2 -0.1
O 0.1406 1.4716 -1.0693 0.2 -0.1 -0.2
O -1.9870 0.3711 -0.6561 0.4 -0.3 -0.3
N 3.3426 2.6238 -3.0922 -0.4 -0.4 0.2
N 1.3468 5.3104 -2.4838 0.2 -0.3 0.1
N 5.3961 2.7969 0.3366 -0.4 0.6 0.1
N -0.5272 3.7753 2.6969 0.2 0.3 -0.4
N -3.9310 -0.2709 1.1924 0.5 -0.8 0.1
N -0.5626 -4.5093 2.2167 1.1 -1.1 -0.2
N -2.8540 2.7423 -4.8832 0.4 0.1 0.5
N -0.1863 0.0720 3.5494 0.6 -0.5 -0.1
C -3.4473 1.6940 -5.5234 0.3 0.6 -0.5
C 6.4949 3.4955 -0.3838 -0.5 -0.1 0.5
C 3.1053 2.2138 0.3762 -0.2 0.4 0.7
C -4.9420 0.4399 1.7750 0.4 0.2 -0.2
C -3.8347 -1.5035 1.7799 0.0 0.5 0.4
C 2.0694 1.1896 2.3879 0.2 0.0 0.8
C -0.7558 -6.5910 3.5796 -0.6 -0.2 -1.3
C 0.6658 -5.4146 0.2660 0.5 -1.7 0.3
C 3.5001 1.3626 -2.5987 0.0 -0.2 -0.6
C -2.0657 2.5810 1.6459 0.2 0.3 0.4
C 4.2059 2.7045 -0.2819 0.1 0.1 -0.2
C 5.5180 2.2202 -3.1391 -0.2 -0.6 0.3
C -2.4683 2.8069 2.9985 -0.7 -0.2 -0.3
C 0.5550 -4.7380 4.4487 0.7 0.9 -0.6
C -1.4083 -0.5632 4.0938 0.4 -0.1 0.9
C 4.8452 1.0778 -2.6169 0.1 0.2 0.3
C 1.9244 1.1541 3.7842 -0.7 0.5 0.0
C 1.4401 -5.9454 2.5359 -0.4 -1.5 -0.4
C 5.5187 2.4304 1.6246 0.1 -0.1 0.1
C 4.5581 3.1748 -3.3892 0.0 0.0 -0.4
C -0.6849 -0.2346 -2.8516 -0.6 1.8 0.3
C -0.0191 0.0477 2.2262 -0.4 -0.7 0.0
C 0.5156 4.3032 -2.9120 -0.1 0.2 -0.3
C 0.1346 -5.4197 3.1366 0.9 -0.6 1.8
C -5.1070 -2.6963 -2.4255 0.7 0.0 -0.4
C -1.8420 -5.7239 0.4770 -0.4 0.5 0.6
C 1.2232 -6.5531 1.1511 0.3 1.7 -0.2
C -5.5016 -0.3439 2.7570 0.4 0.4 0.3
C 0.8075 0.5511 4.3344 -0.3 -0.2 -0.4
C 2.0114 5.8535 -3.5574 0.0 -0.1 0.3
C 1.5855 5.1914 -4.6705 -0.1 0.3 -0.9
C -3.7054 3.5936 -6.7300 0.7 0.3 -0.2
C -3.0040 3.9071 -5.5840 0.2 -0.7 -0.1
C -0.8600 3.2151 1.4851 0.1 0.1 0.4
C -4.7558 -1.5466 2.7966 -0.5 -0.8 -0.4
C 4.4879 1.8161 2.3031 0.6 0.9 -0.2
C -0.7765 -3.5270 -0.0734 -0.1 0.7 1.7
C -1.5323 3.5888 3.6093 0.6 -0.1 -0.1
C -0.6511 -4.7988 0.7791 0.8 -0.1 -1.9
C 0.5880 4.2685 -4.2867 0.1 -0.6 0.7
C 3.2346 1.7896 1.6953 -0.2 -0.9 0.1
C 1.1040 0.5619 1.6469 0.1 0.1 -1.1
C -3.9294 2.2029 -6.7080 -0.7 -0.5 0.0
H 2.6448 0.7688 -2.3185 0.0 0.0 0.0
H -0.0167 3.6387 -2.2532 -0.2 0.3 0.2
H -3.4115 2.4620 3.3934 0.1 0.1 0.2
H 1.9171 5.3625 -5.6825 0.0 0.2 0.0
H -0.7382 -0.5252 1.6522 -0.3 0.4 0.0
H -2.6473 -5.5312 1.1919 0.1 -0.1 0.1
H -3.0849 -2.2147 1.4776 -0.1 0.0 0.0
H 4.1369 3.0847 -1.2967 0.2 0.1 0.4
H 1.8037 -6.7549 3.1757 0.0 0.2 0.3
H 0.5443 -7.4032 1.1245 0.2 -0.2 0.2
H -1.5635 -6.7717 0.5638 -0.2 -0.1 -0.3
H -6.1394 -2.5150 -2.6937 -0.1 0.0 0.5
H 2.1293 2.2454 -0.0964 0.1 -0.2 -0.2
H 1.4623 -4.6761 0.1504 -0.2 0.3 0.1
H -1.7080 -3.0468 0.2278 -0.1 0.1 -0.8
H -6.2604 -0.0699 3.4709 -0.2 0.1 -0.2
H 1.2468 -3.9091 4.2540 -0.4 0.3 -0.2
H -1.4327 -1.6105 3.7955 -0.1 0.2 -0.3
H 0.5350 -5.8820 -0.7139 -0.4 0.5 -0.2
H 0.0083 -2.8061 0.1812 0.1 -0.1 0.2
H -0.2742 -4.3792 5.0506 0.0 -0.1 0.1
H -4.4424 1.6461 -7.4769 0.0 0.0 0.1
H -0.0205 3.6274 -4.9040 0.2 -0.1 -0.1
H 5.3299 0.2205 -2.1769 -0.1 -0.2 -0.3
H 7.4196 3.2227 0.1115 0.2 0.1 -0.2
H -3.2260 0.0107 0.5121 -0.7 0.3 -0.1
H -1.4374 4.0657 4.5702 -0.3 -0.2 0.1
H 6.5910 2.2212 -3.2483 0.0 0.5 -0.3
H -1.3070 -0.5436 5.1778 -0.2 0.1 0.0
H 2.5293 1.7564 4.4490 0.4 -0.4 0.0
H -0.2389 -7.3167 4.2028 0.2 0.2 0.1
H 1.2219 -5.4102 4.9895 -0.6 -0.4 0.2
H -2.2967 -5.4595 -0.4768 0.3 -0.4 -0.3
H 4.5974 4.1862 -3.7567 0.1 -0.1 -0.2
H -2.6376 2.0454 0.9124 0.1 0.0 -0.1
H 2.2270 -5.1893 2.5054 -0.2 0.2 -0.1
H 1.1738 0.5097 0.5673 -0.1 -0.1 0.1
H 1.4981 5.5692 -1.5257 -0.1 0.1 0.0
H -2.4622 4.7606 -5.2120 -0.3 0.3 -0.2
H -5.0351 -2.4321 3.3479 0.2 0.1 0.2
H -5.1153 1.4428 1.4196 -0.3 0.0 0.2
H -1.0868 -7.1157 2.6798 -0.1 -0.2 0.2
H 0.2531 4.3979 2.8086 -0.1 0.0 0.1
H 6.4368 2.7116 2.1218 0.2 -0.4 -0.2
H 4.7134 1.4835 3.3055 -0.4 -0.1 0.1
H -2.2434 2.6671 -4.0775 -0.6 -0.1 0.0
H -2.2823 0.0055 3.7859 0.0 -0.1 -0.2
H 0.6812 0.3464 5.3874 0.0 0.5 0.1
H -3.9089 4.2235 -7.5803 -0.1 0.2 0.2
H 6.4301 3.1915 -1.4258 0.3 0.0 0.3
H 2.2048 -6.8138 0.7531 -0.2 -0.4 -0.1
H 2.6902 6.6807 -3.4386 0.0 0.0 0.0
H -1.6637 -6.2477 4.0752 0.1 0.1 0.1
H -0.1794 3.3498 0.6611 -0.2 -0.2 -0.2
H -3.4617 0.7011 -5.1124 0.1 0.0 0.0
H 2.4310 3.0613 -3.1889 0.1 0.2 -0.3
H -0.6290 -3.7175 -1.1311 -0.6 -0.3 0.0
H 6.2868 4.5616 -0.3180 0.2 0.1 0.1
```
Positions in Å, forces in eV/Å.

=====

# 2
ORCA calculation (wB97M-V/def2-TZVPD) on a structure of composition C43H58N3O2SSeY at a distorted geometry.

Charge: 0
Orbital gap in Eh: 0.28124
DFT total energy in eV: -131324.3007
Energy above the lowest of the compared OMol25 structures with the same formula, charge and spin in eV: 2.8231

The geometry in XYZ format:
```
109
Properties=species:S:1:pos:R:3:forces:R:3
Y 1.9078 -0.4398 -0.8450 0.0 0.7 0.0
Se 1.0241 1.7682 0.9598 0.5 0.2 -0.9
S 3.0061 2.0706 -2.6625 -0.5 -0.5 -0.3
O 1.2772 -1.2199 1.0107 0.3 -0.1 0.4
O 0.0419 0.3904 -1.7702 0.5 -0.1 0.3
N 1.3202 0.8746 -4.3192 -1.6 -0.7 -0.3
N 3.3116 1.8086 -5.2668 -2.4 -0.7 1.0
N 2.0738 -1.9977 -2.7699 -1.1 0.4 -0.9
C -0.4305 1.0592 3.2334 -1.7 1.8 1.9
C 2.1079 -3.2781 3.1474 1.1 -0.5 -1.3
C 0.6177 -3.1455 3.1867 -1.0 0.7 0.2
C 3.6706 -3.2214 -1.3346 -0.3 1.5 -0.6
C -0.6316 1.9495 -0.0554 2.1 -1.6 -0.6
C -1.4685 2.8057 0.5495 -1.8 0.3 0.3
C 2.4731 1.4998 -4.1973 1.2 1.0 0.2
C 7.0668 -1.5189 -1.3470 -0.1 -0.7 0.9
C 0.3969 0.5748 2.2939 1.2 -1.1 -1.8
C -3.3575 0.3233 5.1751 -1.3 2.5 -2.2
C -0.6355 -1.1603 4.1032 -0.3 2.7 0.5
C -3.1209 4.9010 1.7693 -1.6 -0.9 -0.3
C 1.3703 -4.0461 -1.5129 -0.1 1.7 -2.3
C 1.6443 -5.1218 -0.7346 1.6 -1.0 1.5
C -2.1582 2.1607 -4.1487 -0.4 -0.3 0.6
C 4.7103 -2.1196 -1.4074 0.8 0.1 0.2
C -4.8105 4.4947 0.0276 0.3 1.0 -2.8
C -0.8816 1.1756 -1.2340 -0.7 1.0 0.0
C 0.1072 -3.8330 4.4549 -0.9 3.7 0.4
C 0.0081 -3.8620 2.0022 -0.1 -0.3 -1.6
C 0.6864 -0.7912 2.1268 -0.9 0.2 -0.4
C 0.1746 -1.6641 3.1113 0.8 -0.9 0.6
C 6.7541 -0.1944 -1.0464 -1.0 -0.3 0.1
C -1.8203 2.3425 5.3219 -1.2 -1.5 1.1
C -2.5641 0.9710 -3.2276 -0.3 -0.6 -1.1
C 3.5916 1.0260 -6.4499 -1.0 0.1 -0.9
C -1.0145 0.2290 4.1720 0.3 -1.4 -0.5
C -3.0359 2.2321 -1.0981 -1.4 0.4 -0.4
C 2.3951 -3.0938 -1.9259 -0.2 -2.0 1.4
C -4.6152 2.8395 1.7304 0.2 -1.0 0.4
C -1.9630 -0.3649 -3.7081 -0.7 -0.5 1.1
C 5.3938 0.1837 -1.0402 0.0 -0.9 -0.3
C 3.9291 -4.3077 -0.5007 -0.9 0.0 -0.1
C -1.9115 0.7605 5.2805 1.3 0.8 0.3
C -2.1588 1.3965 -1.8292 0.1 0.6 1.4
C 2.9787 -5.2537 -0.2043 -1.3 0.3 -0.4
C -4.0849 0.8435 -3.4335 0.3 -0.9 1.4
C 0.6528 0.6264 -5.6234 1.4 -0.5 0.1
C 4.3315 -0.7490 -1.1804 0.6 -1.0 -0.2
C -3.7701 3.7660 0.9156 -0.2 0.9 -1.4
C 6.0784 -2.5031 -1.4997 -0.5 1.7 -0.4
C -2.7644 2.9329 0.0766 0.2 0.4 0.2
C -1.3694 0.1520 6.6000 -2.3 -0.3 -0.4
H 3.2245 -6.0022 0.5310 -0.1 -0.3 -0.1
H 2.6671 -2.7979 3.9439 -0.2 0.2 0.3
H -1.0648 -3.6554 1.9340 0.0 -0.1 0.2
H 0.7329 -0.4322 -5.9001 0.3 0.0 0.0
H -3.9547 5.5544 2.1423 0.9 -0.6 -0.2
H 0.4333 -3.5278 1.0118 -0.3 -0.4 1.2
H 0.1380 -4.9566 2.1003 0.0 0.4 -0.2
H -4.1097 2.3135 2.5332 0.3 0.2 0.3
H -2.5445 2.5989 6.1030 0.4 0.4 0.3
H -5.4771 3.3412 2.0833 -0.8 0.7 0.9
H -0.6720 2.1537 3.2689 0.5 -1.2 -0.2
H -3.9376 0.8592 4.2831 1.3 -1.0 1.7
H -3.3736 -0.6991 4.9503 -0.3 -1.6 -0.1
H -2.5114 5.4340 1.0855 0.7 0.9 -0.4
H 2.8669 -1.5527 -3.2116 0.5 -0.1 0.1
H -2.0005 -0.4272 -4.7713 -0.3 -0.1 -0.9
H -2.3848 2.0850 -5.2203 0.3 -0.5 0.2
H 0.3548 -3.9392 -1.9477 0.7 0.1 0.3
H 3.0667 1.3045 -7.4080 0.3 0.2 1.1
H 2.4389 -2.8437 2.1777 0.2 -0.4 0.7
H -0.4200 0.7818 -5.6356 0.2 0.8 0.3
H 2.3595 -4.3604 3.1720 0.0 0.5 -0.1
H 8.0909 -1.8816 -1.2591 0.0 0.3 -0.3
H -5.3633 3.8270 -0.6681 0.0 -0.1 1.0
H 5.1032 1.2217 -0.9501 0.3 0.2 0.3
H -1.2021 3.2753 1.4730 0.3 0.3 0.2
H -3.9243 0.5542 6.0768 0.1 -0.1 0.1
H -4.5565 0.1940 -2.6210 0.5 0.6 -1.3
H 4.6204 1.1905 -6.6122 1.3 -0.2 -0.5
H 1.3691 -2.1600 -3.5128 0.5 -0.2 1.0
H -0.9528 -0.4836 -3.3932 0.7 -0.1 0.1
H 0.7720 0.7375 -3.4250 0.5 0.3 -0.9
H 0.8672 -5.8449 -0.4146 0.5 0.7 -0.4
H -0.9665 -3.6127 4.5914 0.3 -0.4 -0.1
H 6.4153 -3.4939 -1.7565 -0.2 -0.4 0.1
H -4.0597 2.4034 -1.4995 0.9 -0.3 0.2
H -1.1355 2.4157 -3.9235 0.5 0.3 -0.4
H -5.4997 5.0657 0.6436 -0.2 -0.2 0.1
H -2.7988 2.9553 -3.8001 0.1 0.7 0.1
H 0.6193 -3.3824 5.3235 -0.1 -0.6 -0.1
H -5.0234 2.0641 1.1162 -0.1 -0.6 -0.7
H 1.2377 1.2120 -6.3535 -1.0 -0.2 0.1
H -4.2415 0.4810 -4.4510 -0.3 -0.2 0.2
H -1.8991 0.5907 7.4301 0.2 0.6 0.5
H 7.5433 0.4863 -0.7377 -0.1 0.1 -0.3
H -2.5315 4.5219 2.5877 0.2 0.0 0.4
H -2.5175 -1.2478 -3.2968 0.3 0.8 -0.2
H -4.4807 1.8307 -3.3532 -0.8 0.6 0.0
H 0.2300 -4.8370 4.3367 0.6 -2.9 0.1
H -1.6311 -0.9115 6.7117 0.2 0.2 -0.4
H -2.2728 2.7810 4.4527 0.1 0.1 -0.8
H -4.4600 5.2491 -0.7951 0.3 -1.0 1.8
H 4.0648 2.2925 -4.8541 1.1 0.5 0.0
H -0.8815 -1.7024 4.9963 -0.2 -0.6 -0.3
H 4.8671 -4.2956 -0.0031 0.7 -0.3 0.3
H -0.3363 0.2603 6.6416 1.8 0.3 0.4
H -0.8373 2.7707 5.5143 0.0 -0.2 0.1
H 3.4052 -0.0312 -6.3170 0.1 -0.3 0.2
```
Positions in Å, forces in eV/Å.